Entry from the OMol25 dataset: a 6-piece molecular cluster, C21H39BrClN2O21S5 overall in a non-equilibrium geometry (wB97M-V/def2-TZVPD).

Geometry as XYZ:
```
90
Properties=species:S:1:pos:R:3
Br -2.2154 3.1665 -1.4141
Cl -4.0460 0.4114 -2.3721
S 3.3021 1.2925 -2.2604
S 0.1865 3.7510 3.8120
S -5.3455 -5.5819 2.1299
S 5.5500 -2.2996 0.6787
S 1.4184 5.0919 -1.9372
O -0.4095 3.6083 5.2946
O 2.2680 6.3070 -2.5536
O 1.3243 5.2754 -0.5361
O 5.7567 -3.0710 1.8502
O 0.0104 5.4598 -2.6109
O 4.9861 -2.8507 -0.5035
O -5.3560 -5.7459 0.7170
O 3.4243 1.7889 -3.7757
O -6.5244 -5.6454 2.9084
O 0.4050 2.1831 3.5270
O -4.2588 -6.5571 2.7679
O 1.4498 4.3809 3.8962
O 1.8723 3.8736 -2.5047
O 6.9224 -1.5626 0.3044
O -4.5927 -4.1906 2.4506
O -0.7827 -1.5916 1.4730
O 4.6990 -1.0016 1.0620
O 2.8949 -0.2360 -2.5846
O 4.5983 1.2851 -1.6781
O 2.2107 1.9445 -1.6476
O -0.8431 4.2126 2.9513
N 0.2477 -2.5995 -0.2817
N -5.2048 -2.0155 -0.5849
C -4.1986 -2.5122 -1.5402
C -4.9173 -0.8420 -0.1756
C 2.6156 -0.3846 -3.9804
C 0.2040 1.4324 4.7298
C -3.6214 -0.3767 -0.7714
C 1.5358 6.9024 -3.6317
C -0.5480 1.6429 0.2365
C 6.7076 -0.1367 0.2660
C 0.0834 6.7491 -3.2331
C -1.7008 1.3924 -0.7535
C 5.5797 0.1123 1.2411
C -2.2853 -2.5643 -0.0392
C -0.8692 -2.1992 0.4216
C -0.7893 2.2490 5.5305
C -3.0705 -5.8289 3.1138
C 0.0520 -2.6057 -1.7447
C 3.4748 0.6605 -4.6560
C -2.8669 0.7163 0.0001
C -3.5534 -4.4271 3.4189
C -2.9051 -1.7040 -1.1659
C 1.4378 -1.7577 0.0201
H -2.4661 0.2509 0.9126
H -0.5906 6.7964 -4.0844
H -1.8086 2.1110 5.1611
H 1.1926 -0.7472 0.3437
H 2.0892 -2.3053 0.7013
H 3.1080 0.9316 -5.6421
H -2.2520 -3.6010 -0.3962
H -2.3986 -5.8425 2.2531
H 2.8539 -1.3934 -4.3094
H -0.1644 -1.5808 -2.0847
H 1.1619 1.3507 5.2473
H -2.7660 -3.6826 3.3251
H 5.9375 0.1037 2.2733
H -0.1661 0.4370 4.4958
H -0.2081 7.5012 -2.4971
H -0.8200 -3.2003 -2.0374
H 1.9988 -1.6538 -0.9096
H -1.3485 0.7534 -1.5689
H -4.0480 -3.5919 -1.5325
H 0.2730 2.1122 -0.3074
H -0.7567 2.0246 6.5931
H 0.9150 -3.0100 -2.2711
H 6.4196 0.1337 -0.7484
H 1.5518 -0.1904 -4.1408
H 1.7599 6.3454 -4.5445
H -0.2461 0.7353 0.7637
H 4.5138 0.3331 -4.7321
H -4.5865 -2.2357 -2.5281
H -2.9533 -2.5578 0.8263
H 7.6141 0.3956 0.5414
H -3.5799 1.4839 0.3204
H -6.0080 -2.5842 -0.3287
H -3.9960 -4.3643 4.4144
H -5.5371 -0.2863 0.5236
H 1.8272 7.9409 -3.7614
H 5.0573 1.0446 1.0462
H -2.5776 -6.2934 3.9631
H -2.3888 -1.6287 -2.1200
H -0.9193 2.3628 0.9742
```

For the energy relative to the best compared isomer or geometry (same formula, charge and spin), the calculation gives 0.0 kJ/mol. The calculation puts the HOMO energy at -0.446 hartree. As for the LUMO energy: -4.60 eV. The multiplicity is 1. The calculation puts the gap between HOMO and LUMO at 7.53 eV. The total charge is +1.